Record 1
ORCA calculation (wB97M-V/def2-TZVPD) on a molecular structure, C52H51N3O7PSb2V at a distorted geometry.

ORCA input file:
```
! RIJCOSX wB97M-V def2-TZVPD def2/J DEFGRID3
* xyz -1 4
H 1.09789 -0.80268 4.45864
C -1.19737 0.09078 -3.27335
H 0.78143 5.29662 2.34381
C -2.77543 -3.01016 -0.11613
H -4.17582 -1.63486 2.64741
H 4.14072 2.41090 6.15992
H -0.77278 -3.62368 1.83625
C 0.20006 -2.10334 2.99742
C -4.09187 -3.72842 2.21518
H -0.94664 4.32082 -1.02416
O 2.57415 1.43565 1.89852
C -5.20559 1.77493 -0.25242
C -1.93755 -0.34869 -4.36123
H -1.33748 2.19989 -6.49912
V 1.95796 1.35130 0.24418
C 1.87621 5.01675 -0.13736
C -1.97072 0.42671 -5.50093
H -2.49193 -1.27689 -4.33343
N -2.77086 -0.02722 -6.66016
C 4.19808 1.26084 -6.10461
H -2.10781 -0.55412 3.55708
C -3.18450 -2.01099 0.77072
H 3.60540 3.83416 5.24956
H 4.46216 -0.87133 -6.11255
H -3.09843 1.95305 2.10154
H -6.29590 -0.15345 -3.41469
H -6.70720 3.21426 -0.79764
H 0.54501 -1.17416 -1.67857
C -2.03064 0.50765 3.30197
H 1.66462 3.81008 2.80071
C -6.22542 2.27803 -1.05774
C 3.65891 0.97942 -3.39214
H 3.32560 3.08486 -3.37472
C 1.13783 -4.45839 -2.21317
H 4.41479 1.37116 -7.16068
H 4.57188 -2.11102 5.15359
C 3.10071 0.51961 2.70406
C -0.62038 0.80900 2.79732
H 3.95983 0.15004 5.96948
C -0.60235 -4.21459 3.88994
C 0.70849 -2.21607 -1.44484
H 4.11373 -1.88447 0.42361
C -3.84745 -2.38773 1.93827
O -3.37316 -1.07310 -6.56012
H 4.90053 2.80146 4.60079
H -4.50536 -1.05090 -1.98036
C -0.41538 -3.34421 2.81874
C 3.96102 2.81045 5.15893
C -3.03023 -4.35007 0.14988
C 3.60189 2.23520 -3.98632
C 1.12148 -3.93488 0.14477
H 1.24449 -5.17850 -3.01658
H 4.34215 -2.65397 2.75196
C -0.51680 1.29715 -3.32408
C -1.28707 1.62452 -5.58598
H -0.62454 1.74974 2.23896
C 1.28627 -4.85550 -0.89053
H -1.07528 5.15657 0.54857
H 2.01388 4.88527 -1.21004
C -4.98368 -0.11003 -1.71345
H 1.53017 -5.88935 -0.66096
H -7.38632 1.99853 -2.84461
H -4.91092 2.33073 0.63287
C 0.81200 -2.59502 -0.10671
C 0.85869 -3.12560 -2.49094
H -1.58917 3.46178 0.38199
H 0.09776 0.91068 3.61425
C 3.87743 2.37569 -5.34107
C 4.17879 -1.37552 4.46265
H 2.84817 4.96585 0.35531
C -4.56983 0.57180 -0.56444
H -2.25127 1.06221 4.22608
H 0.76166 -2.33152 6.35017
H 3.96744 -1.11355 -3.68385
O 2.95383 2.09088 4.46668
H 3.83414 3.35614 -5.80141
C 3.51070 -0.74988 2.22935
H 1.41690 5.98541 0.06810
C 4.03597 -1.68489 3.13009
H 1.25194 -4.28149 1.16420
H -1.09134 -5.17002 3.72762
C 3.82971 -0.10330 4.92376
O 0.48728 1.03674 -1.15310
C -0.86135 4.20746 0.05366
H -0.09707 3.81771 2.77871
Sb 0.28258 -0.72416 1.33598
H -0.33466 -4.52615 6.00139
C 3.95940 -0.14215 -4.16250
C 0.27289 1.83979 -2.14109
O -2.78532 0.67594 -7.64837
O 0.64017 3.00817 -2.22065
H -2.69896 -5.11061 -0.54840
H -3.87125 -5.75691 1.53952
C -0.18063 -3.85513 5.16399
H 0.75741 -2.79174 -3.52058
C -5.99822 0.38757 -2.52264
P 0.82559 3.66294 0.51024
C 0.43004 -2.62152 5.35807
C -0.56489 2.05737 -4.48771
Sb -2.63799 0.01872 0.31919
C -3.68538 -4.71181 1.32040
N 3.47778 -0.31882 -1.38467
C 4.23071 0.00170 -5.51424
C 3.57003 -1.02009 0.79402
H -0.02101 2.99165 -4.50847
H -2.22405 -2.74844 -1.01480
H -1.15814 -0.50286 -2.37686
H -4.09049 0.56625 2.55113
H -4.59236 -4.00464 3.13649
C 3.31350 0.83670 4.05731
N 3.12584 -0.17247 -0.04931
O 3.03758 1.93051 -1.27225
C 0.61183 -1.75606 4.28600
C -3.08533 0.86895 2.25328
C 3.36012 0.85485 -1.94485
C -6.61443 1.59204 -2.20112
C 0.79080 4.20546 2.27837
*
```

- Kohn-Sham gap (spin up / spin down) (eV) = 5.048 / 5.571
- LUMO level (spin up / spin down) (eV) = 1.7 / 1.7
- highest occupied orbital energy (spin up / spin down) (Eh) = -0.12362 / -0.14334
- <S²> = 3.778

***

Record 2
ORCA calculation (wB97M-V/def2-TZVPD) on a molecular structure, C52H52BrFeGeN5O at a distorted geometry.

ORCA input file:
```
! RIJCOSX wB97M-V def2-TZVPD def2/J DEFGRID3
* xyz 3 6
C 0.05062 2.17541 2.65571
C -1.30543 0.69703 1.14279
C 2.05488 -3.63362 1.21435
H 2.95636 -0.15013 2.01689
C -5.07543 2.86768 1.29981
C 2.13700 0.53002 2.20861
C -2.19745 -1.02352 -4.98502
H 3.19542 1.59848 3.71015
C 5.17058 -2.36173 -0.59207
H -1.16509 -3.73994 -1.93242
C -0.36843 -1.71914 -3.59756
H 1.75111 3.67904 6.52541
Fe 1.04509 -0.04486 -1.47560
H -3.03288 -0.35851 -6.82951
H 4.79902 -3.06925 -4.60070
H -2.88792 -2.11864 -6.70152
C 3.55489 -0.60394 -0.93591
H 3.36083 -5.07043 2.11313
H -4.98284 3.14787 0.24885
C 2.95171 -4.69601 1.18365
H 4.54755 -0.94559 0.90896
C -2.92874 -4.63133 -1.14425
C 2.47705 4.46060 3.96473
C 3.39654 -1.00985 -2.30990
C 1.52037 -3.17668 0.01225
H -0.80056 2.82424 2.79205
C 1.87366 -3.74292 -1.20153
C 4.17024 -2.29768 -4.17264
H -0.22888 4.81809 3.61725
H -7.15555 1.05921 1.19880
C -3.11179 -1.20890 -6.15039
H -1.06682 -2.83816 -5.26912
H -2.31837 -1.29553 -1.26151
H -6.21734 -0.36868 0.78595
H 5.71067 -3.52657 -2.28997
H 3.97673 -6.13011 -0.03293
C -5.14686 0.98632 2.96889
H 0.00321 -1.82567 1.91061
H 3.02397 -5.28369 -2.14795
H -6.26215 1.02738 -0.31217
H -2.55046 1.85519 2.41475
H 2.26689 4.88338 2.97687
H -0.77723 3.71144 4.89700
C 0.43947 4.21576 -0.85663
H 1.76996 -3.20189 2.16516
H -1.48481 1.12850 -2.46235
H -3.17370 -5.12453 -2.07607
H -2.01171 -2.95364 2.20520
C 4.22192 -2.04635 -2.78239
H 2.65405 2.38238 5.75380
C -1.79944 -3.83049 -1.05683
H 3.31367 -1.69075 -6.03855
C 2.41950 5.31119 -0.06608
N 1.02098 0.32570 1.50631
H 0.41781 -2.41994 -3.36226
N 2.54182 -0.28288 -3.09234
C 3.29931 -5.28659 -0.02150
C 0.05532 4.32842 4.55230
H -5.07487 -0.09108 3.12693
C 5.09085 -2.72851 -1.90127
H -4.47861 -0.32957 -0.72390
C -3.61254 -0.02217 -0.15738
H 5.84415 -2.87386 0.08082
C -6.22941 0.72186 0.73571
C 3.28641 1.68727 -0.34971
C -1.20073 -1.94591 -4.67207
H 3.44067 3.94990 3.92939
C 4.41543 -1.27352 -0.11378
C -2.38809 -0.55005 -0.49074
C 2.47718 2.89983 -0.34558
C 1.07479 5.36067 -0.49573
H 1.85803 0.02393 -4.99692
H 1.43938 -3.41891 -2.13392
C -1.46234 -3.18618 0.13343
C -2.52035 1.18975 1.56583
C -5.04293 1.33993 1.47577
H -4.14893 -1.25105 -5.81310
H 0.20433 5.11104 5.29498
H -0.58333 4.23110 -1.20986
N -1.25024 -0.23273 0.15755
H 0.92843 2.18184 6.08627
C -2.26242 -3.41191 1.25362
C -0.02582 1.09536 1.78219
H -4.60541 -5.45690 -0.08738
H -4.37619 1.47464 3.56667
C 1.09927 2.93246 -0.82956
C 1.69185 2.89465 5.77097
N -0.46741 -0.64020 -2.80291
C 1.34391 3.51875 4.41007
Br 3.31642 6.85790 0.36610
H -4.27805 3.35898 1.86054
H -3.99089 -4.39421 2.05884
H -6.02571 3.25353 1.66826
C -3.38700 -4.22405 1.17720
H 0.57251 6.31723 -0.55237
O 0.47346 1.92907 -1.26654
C 2.76258 -4.81137 -1.20896
C 1.21252 2.40538 3.38612
C -3.71954 0.82730 0.94397
N 2.79324 0.55196 -0.63226
H 4.12660 4.06641 0.33782
C -2.29308 0.10148 -4.16007
H 2.56646 5.28780 4.66863
H -3.04320 0.85897 -4.34686
H 4.35720 1.78784 -0.16269
H -6.11258 1.31809 3.34885
C 2.27014 1.52004 3.15562
C 2.53425 -0.56090 -4.38317
C 3.34778 -1.54449 -4.96834
Ge 0.01904 -1.92270 0.39040
C 3.09380 4.07333 0.01031
C -3.73120 -4.82277 -0.02624
C -1.42811 0.25959 -3.10413
*
```

- Kohn-Sham gap (spin up / spin down) (eV) = 7.339 / 5.132
- LUMO level (spin up / spin down) (eV) = -8.2 / -10.4
- highest occupied orbital energy (spin up / spin down) (Eh) = -0.56981 / -0.57013
- <S²> = 8.796